One molecule with the formula C3H5N3, computed with wB97M-V/def2-TZVPD.

Summary:
Multiplicity   1
E   -7659.9080 eV
HOMO-LUMO gap   0.340 hartree
SMILES   Nc1cn[nH]c1
Molecular weight   83.09 g mol⁻¹

Cartesian coordinates (Å):
N: -1.8739 -0.4303 -0.2780
C: -0.5438 -0.0387 -0.0430
C: 0.5906 -0.7892 -0.2687
N: 1.6599 0.0007 0.0359
N: 1.3119 1.1540 0.5282
C: -0.0363 1.2242 0.4558
H: -2.5286 0.0949 0.2846
H: -2.0495 -1.4241 -0.1630
H: 0.7496 -1.8008 -0.6036
H: 2.6395 -0.2154 0.0248
H: 0.1885 2.2074 0.0212

natural (NBO) atomic charge list, values in e, 8 entries: atom 1 (N): -0.80, atom 2 (C): 0.07, atom 3 (C): -0.14, atom 4 (N): -0.31, atom 5 (N): -0.23, atom 6 (C): -0.24, atom 7 (H): 0.38, atom 8 (H): 0.37

***

One molecule with the formula C3H5N3, computed with wB97M-V/def2-TZVPD.

Summary:
Multiplicity   1
E   -7661.6917 eV
HOMO-LUMO gap   0.402 hartree
SMILES   Cc1cn[nH]n1
Molecular weight   83.09 g mol⁻¹

Cartesian coordinates (Å):
C: -1.6461 -0.3379 -0.0079
C: -0.1721 -0.0898 0.0001
N: 0.7134 -1.0687 0.1767
N: 1.8761 -0.4429 0.1370
N: 1.8438 0.8600 -0.0557
C: 0.5426 1.1133 -0.1460
H: -2.0767 -0.1988 0.9897
H: -2.1564 0.3488 -0.6897
H: -1.8530 -1.3628 -0.3254
H: 2.7478 -0.9394 0.2341
H: 0.1805 2.1182 -0.3129

natural (NBO) atomic charge list, values in e, 8 entries: atom 1 (C): -0.64, atom 2 (C): 0.09, atom 3 (N): -0.25, atom 4 (N): -0.16, atom 5 (N): -0.23, atom 6 (C): -0.11, atom 7 (H): 0.23, atom 8 (H): 0.22

***

One molecule with the formula C3H5N3, computed with wB97M-V/def2-TZVPD.

Summary:
Multiplicity   1
E   -7661.6683 eV
HOMO-LUMO gap   0.363 hartree
SMILES   [H]/N=C1\CN=CN1
Molecular weight   83.09 g mol⁻¹

Cartesian coordinates (Å):
N: -1.2439 1.6151 0.0584
C: -0.4967 0.5990 -0.0637
C: -0.6494 -0.9125 -0.0881
N: 0.6655 -1.4796 -0.3948
C: 1.4779 -0.5109 -0.2099
N: 0.8855 0.6920 0.1089
H: -2.2350 1.3974 0.0910
H: -0.8337 -0.9288 0.9996
H: -1.4512 -1.4356 -0.6141
H: 2.5586 -0.5749 -0.3138
H: 1.3225 1.5389 0.4266

natural (NBO) atomic charge list, values in e, 8 entries: atom 1 (N): -0.71, atom 2 (C): 0.43, atom 3 (C): -0.34, atom 4 (N): -0.44, atom 5 (C): 0.26, atom 6 (N): -0.63, atom 7 (H): 0.35, atom 8 (H): 0.23

***

What is the formula in the third record?
C3H5N3